{"formula": "C9H22BClNO10P2", "method": "ωB97M-V/def2-TZVPD", "lumo_energy_ha": -0.03915, "largest_force_ev_per_a": 8.606, "de_lowest_ev": 0.000, "gap_ev": 4.1, "total_charge": -1, "symbols": ["O", "C", "N", "B", "C", "C", "O", "Cl", "H", "H", "H", "H", "C", "O", "P", "O", "O", "C", "O", "C", "H", "H", "H", "H", "H", "H", "H", "H", "H", "C", "O", "P", "O", "O", "C", "O", "C", "H", "H", "H", "H", "H", "H", "H", "H", "H"], "positions_angstrom": [[-4.52765, 3.16982, 0.21314], [-4.46990, 4.26184, -0.25882], [-4.37917, 5.42667, -0.53435], [-5.75988, 6.22923, -0.76945], [-6.77362, 6.10778, 0.53486], [-8.14239, 5.49416, 0.37191], [-8.83246, 5.15779, 1.28324], [-8.86096, 5.27117, -1.27681], [-6.24914, 5.86501, -1.81380], [-5.47717, 7.41132, -0.91634], [-6.31455, 5.58873, 1.38088], [-6.97857, 7.12083, 0.89589], [0.47835, -0.71152, -0.24937], [-0.29217, -0.76864, 0.96705], [0.11856, 0.24383, 2.19737], [-0.53641, -0.37520, 3.36290], [-0.62105, 1.53266, 1.56206], [-2.03293, 1.48684, 1.31038], [1.30229, 1.15132, 2.84556], [2.04942, 2.05784, 2.01208], [-0.01825, -1.32500, -0.99661], [0.54478, 0.31611, -0.61715], [1.48082, -1.10541, -0.07512], [-2.53393, 0.77227, 1.96187], [-2.21201, 1.22048, 0.26906], [-2.43877, 2.47822, 1.48288], [1.45418, 2.94612, 1.80826], [2.34689, 1.59094, 1.07365], [2.94283, 2.34591, 2.56167], [5.52799, -5.12054, -3.27663], [5.41258, -4.00006, -2.38375], [4.01296, -3.83227, -1.45638], [4.30845, -2.42298, -1.06339], [4.59733, -4.93812, -0.39250], [5.93237, -4.81033, 0.08344], [2.56484, -3.87401, -0.63538], [1.85387, -5.11499, -0.44217], [6.54745, -5.13694, -3.65523], [5.32797, -6.06162, -2.75532], [4.84410, -5.01351, -4.11938], [6.27231, -3.77617, 0.04079], [6.60559, -5.44119, -0.50013], [5.94137, -5.15421, 1.11623], [2.32996, -5.69337, 0.34783], [1.81399, -5.70451, -1.35704], [0.83974, -4.86628, -0.13789]]}

---

{"formula": "C9H22BrHfO6S", "method": "ωB97M-V/def2-TZVPD", "lumo_energy_ha": -0.56340, "largest_force_ev_per_a": 7.228, "de_lowest_ev": 3.693, "gap_ev": 3.2, "total_charge": 3, "symbols": ["Hf", "Br", "O", "S", "O", "O", "C", "C", "C", "H", "H", "H", "H", "H", "H", "H", "H", "C", "O", "C", "C", "O", "C", "C", "O", "C", "H", "H", "H", "H", "H", "H", "H", "H", "H", "H", "H", "H", "H", "H"], "positions_angstrom": [[-0.75575, 2.31086, -1.63001], [-1.58626, 0.21775, -1.95126], [-4.48309, -3.19824, 1.14916], [-3.65092, -2.03121, 0.91333], [-4.19508, -0.70875, 0.80531], [-2.38881, -2.07779, 1.97654], [-1.73347, -0.88273, 2.25436], [-0.24309, -1.12552, 1.89168], [-2.66548, -2.40668, -0.67072], [-1.77498, -0.93158, 3.34248], [-2.19471, 0.03921, 1.90028], [0.17461, -0.13135, 1.73275], [-0.16950, -1.67472, 0.95303], [0.15131, -1.64571, 2.76458], [-2.04535, -3.26468, -0.41116], [-2.24507, -1.48944, -1.08305], [-3.37134, -2.65028, -1.46477], [0.64832, 4.94641, -0.01893], [0.50401, 3.74469, -0.88146], [1.77771, 3.08684, -0.93112], [1.74085, 1.59066, -0.81246], [0.52442, 1.04322, -1.39052], [0.85511, -0.26289, -1.92562], [0.86306, -1.26287, -0.71695], [2.14333, -1.22738, -0.01900], [2.39233, -2.49828, 0.63851], [1.08649, 5.72810, -0.63947], [1.33906, 4.80696, 0.81264], [-0.26977, 5.48971, 0.20475], [2.44045, 3.42629, -0.13508], [2.14501, 3.31331, -1.93207], [1.89118, 1.19563, 0.19226], [2.63671, 1.34095, -1.38094], [1.86569, -0.33912, -2.32690], [0.30131, -0.59109, -2.80522], [0.63922, -2.28277, -1.02968], [0.19112, -0.99603, 0.09876], [2.23030, -3.42882, 0.09453], [1.78279, -2.68489, 1.52267], [3.44821, -2.48794, 0.90888]]}

---

{"formula": "C9H22BrOPPdSi", "method": "ωB97M-V/def2-TZVPD", "lumo_energy_ha": -0.42017, "largest_force_ev_per_a": 1.456, "gap_ev": 2.3, "total_charge": 2, "symbols": ["C", "C", "C", "C", "Si", "C", "C", "C", "C", "C", "P", "O", "Br", "H", "H", "H", "H", "H", "H", "H", "H", "H", "H", "H", "H", "H", "H", "H", "H", "H", "H", "H", "H", "H", "H", "Pd"], "positions_angstrom": [[-2.90391, 0.08626, -1.20886], [-2.11691, -1.05728, -0.58776], [-1.82761, -0.93012, 0.90797], [-1.33342, 0.43976, 1.40354], [0.51432, 0.72228, 1.35189], [1.74032, -0.60658, 0.99006], [1.72372, -1.50186, 2.26231], [1.57685, -1.38624, -0.32443], [1.49851, -0.51847, -1.57805], [2.73766, 0.33952, -1.82502], [0.78161, 2.53198, -0.31026], [-0.48960, 3.03185, -1.06568], [1.82746, 4.18772, 0.41243], [-2.39025, 1.04972, -1.17889], [-3.14168, -0.12086, -2.25093], [-3.87149, 0.18797, -0.63540], [-2.68308, -1.98006, -0.73010], [-1.19453, -1.19230, -1.16138], [-2.75353, -1.13618, 1.45420], [-1.13487, -1.71795, 1.21277], [-1.50297, 0.55869, 2.48358], [-1.89033, 1.25307, 0.93205], [0.95617, 1.49511, 2.53422], [2.71643, -0.10682, 0.94408], [2.53769, -1.24050, 2.93636], [0.80177, -1.44405, 2.85360], [1.85181, -2.54218, 1.96236], [2.44793, -2.04219, -0.41961], [0.71264, -2.05127, -0.26074], [1.36637, -1.17542, -2.44085], [0.58115, 0.09852, -1.56835], [3.65342, -0.20192, -1.57992], [2.76708, 1.26235, -1.21530], [2.80596, 0.66331, -2.86349], [-0.95710, 3.84405, -0.80637], [-5.40760, 1.20009, -0.63004]]}

---

{"formula": "C9H22IIrO3P2", "method": "ωB97M-V/def2-TZVPD", "spin_multiplicity": 6, "lumo_energy_ha": [-0.42850, -0.56606], "largest_force_ev_per_a": 9.949, "de_lowest_ev": 3.334, "gap_ev": [7.4, 6.0], "total_charge": 3, "symbols": ["C", "I", "H", "H", "H", "Ir", "P", "C", "C", "H", "H", "H", "H", "H", "H", "C", "H", "H", "H", "P", "C", "C", "H", "H", "H", "C", "H", "H", "H", "H", "H", "H", "C", "O", "O", "C", "O", "H"], "positions_angstrom": [[-0.60792, 0.11852, -2.16276], [1.21625, 0.18418, 2.52109], [0.22955, 0.21076, -2.88210], [-1.31142, 0.95999, -2.34635], [-1.16708, -0.81293, -2.41503], [0.16268, 0.20771, -0.33050], [0.35405, 2.43997, -0.20855], [-1.06858, 3.31490, 0.56677], [1.78866, 3.07677, 0.73485], [2.00285, 4.11593, 0.44102], [0.76667, 4.31278, -1.71783], [2.65387, 2.44147, 0.51720], [1.37918, 2.75553, -2.35640], [-1.17254, 2.96009, 1.59912], [1.57104, 3.02454, 1.80722], [0.54670, 3.23999, -1.83293], [-0.91417, 4.40675, 0.56580], [-0.36465, 3.12215, -2.42889], [-1.98843, 3.08146, 0.01467], [0.35509, -2.31025, -0.22475], [-1.08664, -3.12891, 0.58697], [0.52660, -3.06339, -1.79820], [2.63812, -2.22647, 0.55486], [1.98727, -3.90111, 0.48369], [1.54931, -2.80601, 1.84521], [1.77023, -2.86101, 0.77159], [1.33260, -2.56399, -2.34365], [0.78333, -4.12181, -1.65506], [-0.94495, -4.18689, 0.60674], [-2.00482, -2.85746, 0.04813], [-0.40011, -2.98807, -2.37255], [-1.20770, -2.77945, 1.62643], [-1.60914, 0.16720, 0.42066], [-2.72509, 0.14006, 0.84052], [-1.68578, 0.15072, 3.08445], [-1.31164, -0.90644, 2.68684], [-0.62211, -1.09922, 1.45084], [-1.42129, -1.81803, 3.30089]]}

---

{"formula": "C9H22N2Si", "method": "ωB97M-V/def2-TZVPD", "lumo_energy_ha": 0.02913, "largest_force_ev_per_a": 3.554, "smiles": "C=C(C)/C=[Si](\\N)C(CC)CC.N", "de_lowest_ev": 3.307, "gap_ev": 7.6, "symbols": ["C", "C", "C", "C", "C", "C", "C", "C", "C", "N", "N", "Si", "H", "H", "H", "H", "H", "H", "H", "H", "H", "H", "H", "H", "H", "H", "H", "H", "H", "H", "H", "H", "H", "H"], "positions_angstrom": [[-1.41995, 0.48448, -0.32501], [-2.71390, 0.22938, 0.16239], [-3.72307, -0.06533, -0.92083], [-3.12732, 0.36817, 1.48799], [2.00103, -0.87303, -1.92499], [1.72437, 2.54657, 1.08581], [2.20271, 0.31976, -1.00979], [2.46595, 1.12456, 1.27380], [1.83409, 0.05049, 0.44691], [-1.45407, -2.57722, -0.72982], [0.00309, -0.35925, 2.36186], [-0.01190, 0.02230, 0.65425], [-1.27078, 0.43812, -1.42732], [-4.45296, 0.76786, -1.01818], [-3.20427, -0.06541, -1.87326], [-4.08889, -1.08545, -0.75416], [-1.97579, -3.12713, -0.10650], [-4.13795, 0.27452, 1.82965], [-2.48941, 0.58428, 2.42830], [2.34669, -0.56403, -2.93083], [2.60565, -1.66430, -1.72716], [0.95380, -1.07591, -1.94118], [2.29206, 3.23012, 1.82394], [0.62117, 2.40350, 1.25490], [2.00777, 2.92982, 0.15242], [1.48299, 1.03641, -1.31694], [3.22496, 0.69520, -1.09504], [3.52839, 1.17309, 0.95496], [2.35844, 1.04666, 2.36016], [2.47097, -0.84869, 0.65284], [-1.43857, -3.05467, -1.59282], [-1.90436, -1.69146, -0.93083], [-0.86033, -0.60844, 2.81001], [0.76600, -0.70981, 2.88179]]}

---

{"formula": "C9H22N3O6RbS3", "method": "ωB97M-V/def2-TZVPD", "lumo_energy_ha": 0.15337, "largest_force_ev_per_a": 1.659, "de_lowest_ev": 0.000, "gap_ev": 5.4, "total_charge": -2, "symbols": ["Rb", "N", "C", "C", "O", "O", "H", "H", "H", "H", "C", "S", "C", "H", "H", "H", "H", "H", "H", "C", "N", "C", "C", "O", "N", "C", "C", "H", "H", "H", "H", "H", "H", "H", "H", "H", "H", "H", "H", "O", "S", "O", "O", "S"], "positions_angstrom": [[-1.38867, 0.18533, -0.73034], [-0.49589, 3.24295, 0.86804], [-1.82935, 3.77161, 0.52540], [-2.61097, 2.94936, -0.52128], [-3.84354, 2.84348, -0.35631], [-1.90315, 2.44836, -1.43840], [-0.07506, 2.95055, -0.01038], [-0.61939, 2.39207, 1.40611], [-1.70465, 4.77495, 0.10706], [-2.42966, 3.86542, 1.42832], [-4.91557, -2.85660, 0.91590], [-6.11595, -1.50277, 0.84059], [-5.06376, -0.24006, 0.10065], [-5.36889, -3.67811, 1.47224], [-4.00625, -2.53979, 1.42849], [-4.64735, -3.20583, -0.08007], [-4.14992, -0.09617, 0.66218], [-5.61318, 0.69945, 0.10327], [-4.81426, -0.49368, -0.92761], [4.98138, 0.58440, 0.19869], [3.55510, 0.82231, 0.32390], [3.24079, 2.18991, 0.69798], [2.73386, 0.30914, -0.70309], [1.93517, 1.02840, -1.28620], [2.90410, -1.01015, -0.98956], [3.33206, -1.98627, 0.01093], [2.09083, -1.57533, -2.06135], [5.45248, 1.31798, -0.47432], [5.17195, -0.41113, -0.19475], [5.46306, 0.66637, 1.17586], [3.72992, 2.41234, 1.64875], [2.17031, 2.31769, 0.81650], [3.58201, 2.91354, -0.05290], [4.13300, -2.61098, -0.40113], [2.47878, -2.60601, 0.29325], [3.69569, -1.47726, 0.89762], [1.89263, -0.80494, -2.80088], [1.14211, -1.96540, -1.67576], [2.65541, -2.38951, -2.52594], [0.50226, -2.36666, 0.61830], [-0.91679, -2.55828, 0.24876], [-1.76132, -1.60394, 1.01830], [-1.09110, -2.25593, -1.20052], [-1.47827, -4.45080, 0.62369]]}